(1)
This record from the OMol25 dataset describes a molecular structure, C11H19BF4N5O4Pt. The level of theory is the ωB97M-V functional and the def2-TZVPD basis.

Structure (XYZ):
```
45
Properties=species:S:1:pos:R:3:forces:R:3:nbo_charge:R:1
Pt 0.6633 -0.1793 -0.0448 0.111 -0.172 -0.096 1.1705
F 0.7823 2.3442 -0.3398 -0.665 0.276 0.384 -0.5737
F -1.2723 3.3859 -0.6659 0.334 -0.197 0.247 -0.5735
F 0.1318 4.0770 1.0693 -0.138 -0.354 -0.332 -0.5162
F -0.9878 2.0501 1.2131 0.358 0.259 -0.757 -0.6074
O 5.0978 -0.6047 3.8214 0.073 -0.055 0.177 -0.6509
O 2.6916 -0.9169 -0.0612 0.087 0.026 0.221 -0.7336
O 4.5353 -0.8391 1.2025 -0.262 -0.071 -0.010 -0.6003
O 3.8594 -0.2789 5.6383 0.056 0.007 -0.086 -0.5619
N 0.6577 -0.0428 -2.2319 -0.045 0.075 0.284 -0.8399
N 1.2024 -0.0351 1.9761 -0.075 0.008 -0.078 -0.3534
N -3.0622 1.4985 -0.8386 0.121 -0.143 -0.010 -0.6896
N -0.6132 -2.0947 -0.3861 0.139 0.205 -0.076 -0.8285
N 0.6500 0.3247 3.1377 0.099 0.014 0.123 -0.2960
C 3.3301 -0.7247 1.0553 0.118 -0.081 -0.130 0.7587
C 2.7446 -0.1476 3.5947 0.137 -0.070 -0.117 -0.2340
C -1.6692 0.6515 -2.7088 0.097 0.111 0.031 -0.4379
C -1.6555 -2.0401 -1.4489 0.061 0.103 -0.008 -0.0475
C -2.1453 0.4063 -1.2896 -0.314 -0.129 -0.388 -0.0329
C -0.5496 -0.3389 -3.0408 -0.098 -0.092 0.097 -0.0455
C 2.4751 -0.3203 2.2263 0.065 -0.080 -0.054 0.0691
C 3.9641 -0.3562 4.4431 -0.139 0.090 0.113 0.7805
C -1.0146 -1.7784 -2.8148 0.150 0.046 0.141 -0.4310
C -2.7247 -0.9844 -1.1123 0.087 -0.056 0.174 -0.4295
C 1.5499 0.2736 4.1326 -0.218 0.022 0.077 0.0536
B -0.2955 3.0138 0.3471 -0.070 -0.066 0.296 1.3706
H 0.9858 0.9034 -2.4110 0.000 0.080 -0.055 0.4216
H -0.1753 -2.4677 -2.9608 -0.092 0.021 -0.051 0.2316
H 1.3101 0.5251 5.1557 0.017 -0.008 -0.126 0.2669
H -1.0091 -2.4077 0.4928 -0.040 -0.031 0.068 0.4009
H -0.3053 -0.2233 -4.0936 0.087 0.018 -0.149 0.2259
H 4.9743 -0.6683 2.8479 0.081 -0.015 -0.261 0.5115
H 0.1104 -2.7629 -0.6333 -0.055 -0.135 -0.021 0.4085
H -3.0601 -1.1325 -0.0789 -0.039 0.004 -0.087 0.2249
H -1.7509 -2.0131 -3.5844 0.000 -0.042 -0.020 0.2460
H -1.3036 1.6786 -2.8141 -0.039 -0.063 -0.008 0.2494
H -1.2826 0.4825 -0.6453 0.106 0.387 0.502 0.1896
H -2.1548 -3.0063 -1.5015 -0.031 -0.117 0.048 0.2228
H -3.2989 1.3903 0.1457 -0.079 -0.050 0.143 0.4441
H -3.5895 -1.1310 -1.7676 0.052 -0.028 0.019 0.2332
H -0.2797 0.7022 3.1551 -0.172 0.135 -0.068 0.4399
H -2.4895 0.5042 -3.4190 0.049 0.030 -0.001 0.2301
H -2.5336 2.3999 -0.8901 0.162 0.159 0.047 0.4885
H 1.4229 -0.6623 -2.4828 0.057 -0.036 -0.140 0.4175
H -3.9159 1.5455 -1.3887 -0.128 0.016 -0.063 0.4270
```
Forces are in eV/Å.

Summary:
⟨S²⟩: 2.01
relative energy (zero: lowest compared OMol25 entry of this formula, charge and spin): 0.0000 eV
highest occupied orbital energy (alpha / beta): -0.4321 / -0.4578 hartree
total charge: +1
spin multiplicity: 3
lowest unoccupied orbital energy (alpha / beta): -0.119 / -0.172 Ha
gap between HOMO and LUMO (alpha / beta): 0.313 / 0.286 hartree

---

(2)
This record from the OMol25 dataset describes 8 unconnected molecules or ions with the total composition C11H19Cl9N3O8. The level of theory is the ωB97M-V functional and the def2-TZVPD basis.

Structure (XYZ):
```
50
Properties=species:S:1:pos:R:3:forces:R:3:nbo_charge:R:1
Cl -0.3320 2.7008 -5.2700 0.136 0.005 -0.847 -0.0204
Cl -5.7071 1.1679 -0.5201 -0.146 0.386 -0.472 -0.0269
Cl -4.2843 -0.6676 1.0816 0.430 0.008 0.326 -0.0316
Cl -0.2301 0.4420 -1.0291 -0.844 0.844 -2.454 2.5668
Cl 2.0415 4.0195 -4.0506 0.246 0.388 -0.182 -0.0282
Cl -0.3780 2.1944 3.9400 -0.061 -0.438 -0.326 -0.0402
Cl -1.5811 -0.4108 3.3572 0.673 0.343 -0.505 -0.0282
Cl -0.3136 -3.8299 -1.7418 -0.666 -0.293 0.609 -0.0246
Cl 2.0118 -3.9668 -3.3177 0.648 0.031 -0.528 -0.0162
O 1.4421 3.1922 1.5672 0.695 0.444 -1.369 -0.3733
O -4.4368 -4.4709 -0.7456 1.377 0.104 1.291 -0.3870
O -0.5916 1.7317 -0.5318 -0.315 0.559 1.015 -0.8768
O 1.1726 0.4218 -1.2729 2.066 -0.254 0.356 -0.9146
O -0.5814 -0.6030 -0.1251 -0.314 -0.714 1.010 -0.8832
O -0.8824 0.2675 -2.3070 -0.313 -0.535 0.329 -0.8701
O -4.9734 -3.8261 -2.6460 0.126 0.651 -1.740 -0.3801
O 3.5351 2.8699 1.3734 0.017 0.333 -1.153 -0.4200
N 3.4494 -0.7678 4.0546 -0.806 -0.271 0.047 -0.3880
N -4.2837 -3.7029 -1.6679 -1.569 0.232 0.407 0.5306
N 2.4731 3.2646 0.8970 -1.197 -0.868 1.691 0.5286
C -0.7062 0.9843 2.6431 -0.207 0.861 0.583 -0.3681
C -3.4204 -2.4723 -1.5684 0.929 -0.462 0.013 -0.4853
C 0.7641 2.8371 -3.9018 -1.007 -0.580 0.469 -0.4208
C 3.6149 -0.3691 2.8062 1.543 -0.177 3.075 0.1216
C 2.8257 -0.8460 1.7657 -1.644 -0.488 -0.780 0.0248
C 1.4621 -1.9872 3.4123 -1.247 -0.715 -2.010 -0.1908
C 1.7525 -1.7051 2.1030 -0.835 0.023 -0.833 -0.1516
C 2.3993 3.8137 -0.5213 1.055 0.057 1.234 -0.4746
C -4.0889 0.7627 0.0553 -0.369 -0.017 0.134 -0.3980
C 1.1248 -2.9564 -2.2027 -0.119 0.316 0.117 -0.4085
C 2.3566 -1.5756 4.3425 2.300 2.362 1.205 0.2444
H -4.0281 -1.5847 -1.3923 -0.242 -0.503 -0.168 0.2355
H 0.2548 0.7492 2.1855 -0.231 -0.434 0.187 0.2102
H 1.7466 -2.7828 -1.3245 -0.168 0.070 -0.175 0.2021
H -3.7376 1.6144 0.6378 0.133 -0.329 -0.069 0.2269
H 1.0852 -1.9980 1.3060 -0.129 -0.151 -0.096 0.2814
H 2.9228 -0.4267 0.7752 -0.053 -0.143 -0.291 0.2720
H 1.6203 3.2790 -1.0649 0.184 0.088 0.186 0.2653
H -1.3167 1.4907 1.8955 -0.046 -0.371 0.147 0.2497
H 2.1100 -1.7663 5.3766 0.677 -0.129 0.302 0.2250
H 2.2228 4.8814 -0.3917 -0.391 -0.141 -0.149 0.2392
H -2.8617 -2.3841 -2.5002 -0.303 0.000 -0.003 0.2407
H -3.4387 0.5300 -0.7880 -0.044 0.089 0.176 0.2354
H 0.0379 3.1368 -3.1462 0.766 -0.123 0.499 0.2340
H -2.7002 -2.6032 -0.7608 -0.329 -0.025 0.012 0.2367
H 0.5899 -2.5140 3.7703 -0.126 -0.163 -0.491 0.2699
H 4.4273 0.3325 2.6869 -0.065 0.211 -0.404 0.2449
H 0.7872 -2.0262 -2.6598 0.364 -0.101 -0.025 0.2490
H 3.4283 3.6981 -0.8617 -0.376 -0.211 -0.476 0.2329
H 1.2152 1.8611 -3.7229 -0.205 0.227 0.125 0.2392
```
Forces are in eV/Å.

Summary:
⟨S²⟩: 0.77
highest occupied orbital energy (alpha / beta): -0.3767 / -0.3767 hartree
total charge: 0
spin multiplicity: 2
lowest unoccupied orbital energy (alpha / beta): -0.091 / -0.248 Ha
gap between HOMO and LUMO (alpha / beta): 0.286 / 0.128 hartree

---

(3)
This record from the OMol25 dataset describes a molecular structure, C11H19ClCuNO8. The level of theory is the ωB97M-V functional and the def2-TZVPD basis.

Structure (XYZ):
```
41
Properties=species:S:1:pos:R:3:forces:R:3:nbo_charge:R:1
Cu -1.9122 -28.0689 -11.3651 1.404 -1.253 0.730 0.8800
Cl 0.6868 -27.1366 -11.0367 -0.567 0.221 -0.290 -0.9495
O -5.5553 -27.6829 -9.3030 -0.354 -0.298 -0.114 -0.5127
O -1.6593 -30.2376 -10.9256 -0.732 0.491 0.148 -1.0137
O -4.0870 -28.9032 -13.0872 0.066 0.116 -0.331 -0.4186
O -3.3423 -27.4256 -9.5725 -0.408 0.483 -0.247 -0.5663
O -4.1486 -30.9654 -13.7092 0.017 0.029 -0.066 -0.4110
O -2.2588 -26.4403 -12.7886 -0.027 -0.022 0.612 -0.5458
O 0.1317 -30.8770 -8.2729 -0.910 -0.161 -0.552 -0.9266
O -3.5986 -24.6531 -12.8530 -0.146 1.107 -0.509 -0.4805
N -4.2510 -30.0887 -12.8750 -0.282 0.155 0.575 0.5612
C -6.4177 -28.3796 -8.3790 -0.036 0.309 -0.563 -0.0703
C -4.2059 -23.8940 -13.9246 -0.400 -1.089 -0.508 -0.0698
C -1.2057 -30.8992 -8.4649 1.037 0.302 0.203 -0.0100
C -3.0567 -25.7715 -13.3620 0.385 -1.589 -0.405 0.7974
C -4.1475 -28.7000 -7.7017 -0.545 0.132 -0.283 -0.5561
C -1.8621 -31.1301 -9.8799 0.826 0.418 -0.574 -0.0532
C -4.6438 -30.4783 -11.4892 0.304 -0.360 -0.498 -0.5238
C -3.8513 -24.6343 -15.2358 -0.009 -0.134 -0.074 -0.4300
C -4.2592 -27.8616 -8.9446 0.986 -0.311 0.028 0.7954
C -5.5449 -29.2840 -7.5255 0.184 0.004 0.644 -0.4419
C -3.5943 -26.0618 -14.7504 0.017 0.790 0.124 -0.5210
H -4.5245 -26.6252 -14.6618 -0.033 0.023 0.168 0.2391
H -6.9176 -27.5783 -7.8293 -0.250 -0.329 0.190 0.1671
H -2.9630 -31.2443 -9.6927 -0.234 -0.132 0.845 0.0135
H -5.8658 -29.2557 -6.4830 -0.033 -0.034 -0.007 0.2028
H -3.8955 -28.0050 -6.8995 0.295 -0.233 0.103 0.2264
H -2.9649 -24.1648 -15.6636 0.101 -0.254 -0.109 0.2036
H -1.7100 -29.9574 -8.1188 0.030 0.360 0.117 0.0412
H -3.7282 -30.8275 -11.0002 0.114 0.223 -0.254 0.3273
H -7.1201 -28.9695 -8.9704 -0.192 0.290 0.030 0.1800
H -3.3563 -29.4293 -7.8929 0.195 0.043 0.358 0.3012
H -2.9133 -26.6688 -15.3370 0.182 0.113 0.094 0.2495
H -5.2875 -23.9545 -13.8029 -0.047 0.417 0.308 0.1704
H -1.5580 -32.1566 -10.1703 0.202 -0.085 -0.216 0.0992
H -5.0268 -29.6032 -10.9769 -0.123 0.005 -0.126 0.2143
H -4.6454 -24.6293 -15.9822 -0.063 0.388 0.077 0.2039
H -1.6467 -31.7041 -7.8208 -0.761 -0.381 0.029 0.0296
H -5.3406 -31.3013 -11.6220 -0.170 0.080 0.199 0.1955
H -5.5941 -30.3270 -7.8371 0.067 0.069 -0.208 0.2169
H -3.8290 -22.8773 -13.9379 -0.092 0.098 0.351 0.1850
```
Forces are in eV/Å.

Summary:
relative energy (zero: lowest compared OMol25 entry of this formula, charge and spin): 0.0000 eV
highest occupied orbital energy: 0.0398 hartree
total charge: -2
lowest unoccupied orbital energy: 0.149 Ha
gap between HOMO and LUMO: 0.110 hartree

---

(4)
This record from the OMol25 dataset describes a molecular structure, C11H19ClO8S2. The level of theory is the ωB97M-V functional and the def2-TZVPD basis.

Structure (XYZ):
```
41
Properties=species:S:1:pos:R:3:forces:R:3:nbo_charge:R:1
Cl 4.6100 -1.4892 -4.9978 -0.084 0.112 0.239 -0.0698
S 0.9863 -2.5238 -0.8223 -0.788 -0.910 0.602 2.5363
S -3.4543 0.5120 3.7876 -0.052 0.020 0.127 1.2650
O 2.2266 -1.5086 -0.6396 -0.361 -0.123 0.214 -0.6714
O -2.2082 -0.0190 3.1760 -0.029 0.024 -0.085 -0.9990
O 0.2861 -2.8026 0.3788 0.382 0.644 0.388 -0.8911
O 1.2948 2.3075 1.7436 -0.875 -0.477 -0.422 -0.7347
O 2.4117 0.8118 3.0015 -0.819 0.402 -1.061 -0.5605
O 4.6708 0.0866 -2.9155 -0.687 -0.896 -0.723 -0.4999
O 0.0607 -1.5431 -1.7127 0.285 -0.478 0.130 -0.6898
O 1.4185 -3.6753 -1.5322 0.195 0.389 -0.882 -0.9058
C 2.7419 -1.3713 -2.9980 0.479 0.247 -0.441 -0.5852
C 0.5999 -0.0778 1.7585 -0.293 0.638 -0.209 -0.5404
C -0.3140 0.2379 0.5798 0.435 0.389 0.418 -0.4168
C -4.8267 -0.3478 3.0101 -0.075 -0.021 -0.087 -0.8317
C 4.0360 -0.7665 -3.4672 0.856 0.883 0.534 0.5800
C 2.1781 -0.6385 -1.7931 -0.497 0.121 -0.237 0.0439
C 0.3726 0.4697 -3.1204 0.087 -0.926 0.236 -0.6266
C 0.3545 0.7628 -0.6923 -0.580 -1.291 -0.066 -0.4123
C -3.7728 2.1081 3.0256 -0.029 0.069 -0.081 -0.8330
C 0.7027 -0.2688 -1.8202 0.560 1.531 -0.821 0.2629
C 1.5141 1.0301 2.2115 1.477 -0.535 1.357 0.7945
H -2.9923 2.7942 3.3471 0.030 -0.038 0.037 0.2440
H -4.7879 -1.3892 3.3210 0.048 0.002 0.036 0.2443
H -0.9328 -0.6246 0.3792 -0.105 -0.237 -0.142 0.2386
H 2.6870 0.3085 -1.6816 0.722 -0.213 0.780 0.2393
H 1.2563 1.3241 -0.4903 0.155 0.169 0.104 0.2059
H -4.7328 -0.2840 1.9261 0.054 0.017 0.005 0.2299
H 2.0732 2.6148 1.2802 0.543 0.303 0.320 0.4936
H 1.2258 -0.9407 1.6041 0.236 -0.191 -0.038 0.2506
H -5.7654 0.0974 3.3393 0.006 0.004 0.028 0.2281
H 0.7061 1.4892 -3.0004 -0.095 0.367 0.007 0.2259
H -0.6987 0.4212 -3.2617 -0.225 0.219 -0.230 0.2364
H -0.9966 1.0035 0.9264 -0.183 0.210 0.030 0.2236
H -0.0257 -0.3101 2.6116 -0.175 -0.112 0.241 0.2873
H 2.9631 -2.4089 -2.7806 -0.025 -0.265 0.148 0.3004
H -4.7435 2.4788 3.3542 0.001 -0.005 0.025 0.2291
H -0.3521 1.4448 -1.1419 -0.127 0.306 -0.102 0.2141
H 0.8960 0.0746 -3.9802 -0.234 -0.196 -0.291 0.2071
H 2.0817 -1.3947 -3.8543 -0.231 -0.100 -0.094 0.2596
H -3.7505 2.0071 1.9402 0.017 -0.052 0.005 0.2277
```
Forces are in eV/Å.

Summary:
relative energy (zero: lowest compared OMol25 entry of this formula, charge and spin): 0.0000 eV
highest occupied orbital energy: -0.3426 hartree
total charge: 0
lowest unoccupied orbital energy: 0.011 Ha
gap between HOMO and LUMO: 0.354 hartree

---

F_max for the records above, in order: 0.017; 0.068; 0.039; 0.040 Eh/bohr